{
  "formula": "C25H36N4O7PS2V",
  "method": "the ωB97M-V functional and the def2-TZVPD basis",
  "e_homo_ev": [-10.335, -11.210],
  "de_lowest_kj_mol": 65.8,
  "lumo_ha": [-0.094, -0.095],
  "charge": 1,
  "spin_multiplicity": 4,
  "symbols": ["V", "C", "C", "C", "C", "C", "C", "C", "H", "H", "H", "H", "H", "H", "H", "H", "S", "C", "C", "N", "C", "H", "H", "H", "C", "O", "P", "O", "C", "O", "C", "H", "H", "H", "H", "H", "H", "H", "H", "H", "O", "C", "O", "C", "C", "C", "C", "C", "C", "N", "O", "O", "H", "H", "H", "H", "C", "C", "N", "C", "S", "N", "C", "C", "H", "H", "H", "H", "H", "H", "H", "H", "H", "H", "H", "H"],
  "positions_angstrom": [[0.14, -0.08, -0.71], [-2.94, 1.82, 1.40], [-1.51, 1.58, 1.81], [-1.19, 0.65, 2.79], [0.13, 0.47, 3.19], [1.14, 1.22, 2.62], [0.83, 2.19, 1.67], [-0.49, 2.36, 1.26], [-3.30, 2.77, 1.80], [-3.59, 1.02, 1.77], [-3.02, 1.87, 0.31], [-1.98, 0.08, 3.26], [0.36, -0.26, 3.95], [2.16, 1.11, 2.97], [1.59, 2.86, 1.31], [-0.74, 3.17, 0.59], [-1.71, -2.01, -4.31], [-0.51, -3.03, -3.63], [0.05, -2.44, -2.55], [-0.45, -1.19, -2.24], [-1.39, -0.85, -3.10], [-0.29, -3.99, -4.06], [0.83, -2.87, -1.93], [-1.95, 0.07, -3.04], [3.73, 1.06, 0.19], [3.40, -0.31, 0.45], [2.26, -1.08, -0.38], [2.96, -1.48, -1.77], [2.89, -0.71, -2.97], [2.43, -2.53, 0.27], [2.57, -2.75, 1.68], [4.55, 1.11, -0.53], [4.07, 1.49, 1.13], [2.88, 1.61, -0.19], [3.79, -0.10, -3.06], [2.03, -0.04, -2.98], [2.84, -1.40, -3.81], [3.01, -3.74, 1.78], [1.60, -2.73, 2.17], [3.24, -2.02, 2.12], [-1.24, 1.42, -1.45], [-0.20, 2.02, -1.83], [0.93, 1.48, -1.60], [-0.25, 3.30, -2.57], [-1.44, 3.75, -3.14], [-1.45, 4.90, -3.91], [-0.28, 5.62, -4.11], [0.89, 5.16, -3.53], [0.93, 4.01, -2.76], [2.13, 5.92, -3.73], [2.07, 6.90, -4.45], [3.13, 5.52, -3.17], [-2.34, 3.18, -2.98], [-2.37, 5.24, -4.36], [-0.26, 6.51, -4.71], [1.86, 3.68, -2.33], [-4.60, -4.22, -1.02], [-4.42, -2.97, -0.16], [-3.03, -2.53, -0.08], [-2.14, -2.67, 0.89], [-0.63, -1.86, 0.77], [-2.31, -3.41, 1.99], [-3.26, -4.46, 2.34], [-4.25, -4.00, 3.41], [-5.64, -4.56, -0.97], [-3.96, -5.03, -0.67], [-4.35, -4.01, -2.06], [-4.80, -3.14, 0.85], [-5.00, -2.15, -0.59], [-2.71, -1.96, -0.85], [-1.55, -3.29, 2.64], [-2.68, -5.30, 2.73], [-3.78, -4.81, 1.45], [-3.72, -3.69, 4.31], [-4.92, -4.82, 3.66], [-4.85, -3.16, 3.06]],
  "mulliken_spin": [2.68, -0.01, -0.01, 0.02, 0.00, 0.02, -0.02, 0.03, 0.00, 0.00, 0.00, 0.00, 0.00, 0.01, 0.00, 0.01, 0.01, -0.01, 0.07, -0.07, 0.09, 0.00, 0.00, 0.00, 0.01, 0.00, 0.08, 0.00, 0.02, 0.01, 0.00, 0.00, 0.00, 0.00, 0.00, 0.00, 0.00, 0.00, 0.00, 0.00, 0.04, 0.06, -0.10, -0.02, 0.00, 0.00, 0.00, 0.00, 0.00, 0.00, 0.00, 0.00, 0.00, 0.00, 0.00, 0.00, 0.00, 0.00, 0.01, 0.05, -0.02, 0.01, 0.00, 0.00, 0.00, 0.00, 0.00, 0.00, 0.00, 0.02, 0.00, 0.00, 0.00, 0.00, 0.00, 0.00]
}